No. 1
The molecule C4H6O2. Source: the Open Molecules 2025 dataset; level of theory: wB97M-V/def2-TZVPD.

Properties
2S+1: 1
E_tot: -8338.7243 eV
Structure (SMILES): OC1=CCOC1
Orbital gap: 9.4 eV
Relative energy (zero: lowest compared OMol25 entry of this formula, charge and spin): 167.6 kJ/mol
F_max: 0.52 eV/A

The geometry in XYZ format:
```
12
C4H6O2 wB97M-V/def2-TZVPD
O -2.151 -0.304 0.283
C -0.810 -0.206 0.136
C 0.143 0.036 1.033
C 1.360 0.461 0.262
O 1.171 -0.075 -1.047
C -0.193 -0.413 -1.222
H -2.373 0.167 1.099
H 2.323 0.131 0.665
H 0.080 -0.061 2.109
H 1.377 1.565 0.200
H -0.280 -1.477 -1.490
H -0.648 0.177 -2.028
```

These are the natural (NBO) partial charges, in e, on atoms 1 to 8: -0.662, 0.311, -0.370, -0.068, -0.520, -0.113, 0.488, 0.183

=====

No. 2
The molecule C4H6O2. Source: the Open Molecules 2025 dataset; level of theory: wB97M-V/def2-TZVPD.

Properties
2S+1: 1
E_tot: -8338.7439 eV
Structure (SMILES): O=C[C@@H]1C[C@@H]1O
Orbital gap: 10.5 eV
Relative energy (zero: lowest compared OMol25 entry of this formula, charge and spin): 165.7 kJ/mol
F_max: 0.52 eV/A

The geometry in XYZ format:
```
12
C4H6O2 wB97M-V/def2-TZVPD
O -1.508 0.588 0.671
C -0.925 -0.307 -0.228
C 0.124 0.161 -1.174
C 0.518 -0.648 0.045
C 1.133 0.082 1.188
O 1.724 -0.461 2.091
H -1.921 1.300 0.170
H -1.569 -1.128 -0.544
H 0.196 -0.313 -2.148
H 0.380 1.219 -1.159
H 0.841 -1.678 -0.072
H 1.009 1.184 1.162
```

These are the natural (NBO) partial charges, in e, on atoms 1 to 8: -0.701, 0.103, -0.438, -0.360, 0.449, -0.518, 0.476, 0.186

=====

| no. | HOMO (eV) |
| --- | --- |
| 1 | -8.7 |
| 2 | -9.7 |